[1]
The following is a DFT calculation (ωB97M-V/def2-TZVPD) of C16H22Cl5CrO3PS3Te as an isolated structure.

Structure (XYZ):
```
52
Properties=species:S:1:pos:R:3:forces:R:3:nbo_charge:R:1
Cr -0.72168 -0.46467 -0.04130 0.527 0.862 -0.690 0.85
C 0.93670 4.93508 -1.02290 0.514 -0.167 0.264 -0.54
C -0.14670 4.06670 -0.40679 -0.080 -0.584 -0.033 -0.51
S 0.11726 2.25537 -0.50174 -0.127 0.454 -0.377 0.20
C -0.03406 1.93128 -2.29409 0.141 0.087 0.406 -0.53
C 1.26500 2.03781 -3.07429 0.446 -0.254 0.327 -0.54
S 2.66615 1.10467 -2.36193 -0.049 0.228 -0.068 0.21
C 3.29053 2.15685 -0.99647 -0.197 -0.493 -0.167 -0.55
C 3.51041 3.62540 -1.33332 -0.325 0.275 0.333 -0.53
S 2.58957 4.77289 -0.24472 -0.146 0.113 -0.201 0.18
H 0.66759 5.98309 -0.86926 -0.038 -0.052 -0.130 0.23
H 1.04037 4.75758 -2.09154 -0.048 0.110 -0.040 0.21
H -1.11408 4.27764 -0.86627 -0.035 0.099 0.086 0.22
H -0.20796 4.25169 0.66477 -0.110 0.074 0.010 0.24
H -0.78796 2.61433 -2.68923 -0.134 -0.124 -0.090 0.22
H -0.40906 0.90329 -2.35051 -0.016 0.181 -0.187 0.20
H 1.57763 3.07029 -3.21668 -0.108 0.027 -0.078 0.21
H 1.12892 1.59156 -4.06079 0.023 0.070 -0.043 0.24
H 4.23556 1.67221 -0.74582 0.014 0.018 -0.034 0.23
H 2.62084 2.05184 -0.14256 0.252 0.005 -0.132 0.24
H 3.26717 3.87964 -2.36402 0.127 -0.050 -0.011 0.22
H 4.55154 3.89554 -1.16045 -0.002 0.055 -0.097 0.24
Cl -2.54634 1.65206 2.61420 0.105 0.171 0.235 0.03
C -3.36135 0.70312 1.42978 0.434 -0.309 -0.455 0.04
C -2.58399 0.07909 0.45200 -1.792 -0.032 0.396 -0.47
C -3.31834 -0.65810 -0.47899 0.262 0.679 0.800 -0.10
Cl -2.25722 -1.35887 -1.67412 -0.268 -0.587 -0.937 0.10
C -4.68356 -0.84541 -0.47714 -0.272 0.033 0.030 -0.09
Cl -5.45634 -1.83511 -1.65153 0.046 0.013 -0.049 0.06
C -5.41615 -0.20051 0.52532 0.200 -0.083 -0.150 -0.08
Cl -7.12611 -0.34547 0.56699 -0.014 -0.055 -0.016 0.06
C -4.74831 0.57400 1.47531 -0.056 0.090 -0.001 -0.12
Cl -5.65697 1.37344 2.69487 -0.036 0.049 0.085 0.06
C 4.18348 -4.05130 1.24365 -0.360 0.081 -0.043 -0.62
C 2.68729 -3.93663 1.47582 0.339 -0.225 0.548 -0.06
O 2.09351 -3.33855 0.33129 -0.254 0.571 -0.180 -0.81
P 0.93188 -2.25142 0.38888 0.463 -2.053 1.011 1.98
O 0.81998 -1.62841 -0.95567 -0.556 0.813 -0.453 -1.11
Te 0.94330 -0.55907 2.08977 0.248 -0.450 0.144 -0.33
O -0.45430 -3.12400 0.54098 0.834 0.586 -0.357 -0.84
C -0.88523 -3.69802 1.76711 -0.298 -0.119 0.638 -0.07
C -2.36418 -3.39447 1.95970 0.350 -0.009 -0.136 -0.62
H 4.63444 -4.67567 2.00978 0.065 -0.043 0.096 0.21
H 4.64242 -3.06704 1.26652 0.087 0.078 -0.020 0.22
H 4.36207 -4.49842 0.26904 0.072 -0.070 -0.051 0.22
H 2.48095 -3.32313 2.36467 -0.006 -0.157 -0.109 0.19
H 2.24226 -4.92820 1.61305 -0.022 0.145 0.006 0.18
H -0.30158 -3.28631 2.60502 -0.112 -0.100 -0.175 0.19
H -0.71833 -4.78026 1.71413 0.039 0.145 0.008 0.18
H -2.53797 -2.31828 2.01297 0.066 -0.005 0.055 0.21
H -2.71974 -3.85688 2.87612 -0.075 -0.044 0.108 0.22
H -2.92933 -3.79224 1.12039 -0.116 -0.049 -0.075 0.21
```
Forces are in eV/Å.

Its spin multiplicity is 5. As for the total charge: 0. The calculation puts the energy relative to the best compared isomer or geometry (same formula, charge and spin) at 15.51 kcal/mol. Its HOMO energy (spin up / spin down) is -8.004 / -8.228 eV.

[2]
The following is a DFT calculation (ωB97M-V/def2-TZVPD) of a single H3NOSSi molecule.

Structure (XYZ):
```
7
Properties=species:S:1:pos:R:3:forces:R:3:nbo_charge:R:1
N -1.88610 0.92019 -0.01127 -1.154 -0.879 -0.303 -1.17
O -3.44190 -1.10278 0.03660 -0.052 2.212 -0.165 -0.85
Si -0.29648 0.11731 -0.00781 1.184 -0.556 0.146 0.97
S -3.29445 0.37622 -0.03803 1.095 -2.211 0.256 1.48
H 0.07716 -0.93607 1.14500 -0.831 1.104 -1.312 -0.14
H 0.38357 1.40536 0.35601 0.491 -0.722 -0.389 -0.16
H 0.12618 -0.57087 -1.42482 -0.731 1.051 1.767 -0.13
```
Forces are in eV/Å.

As for the total charge: 0. The calculation puts the energy relative to the best compared isomer or geometry (same formula, charge and spin) at 6.26 kcal/mol. Its HOMO energy is -10.952 eV.

[3]
The following is a DFT calculation (ωB97M-V/def2-TZVPD) of a 2-piece molecular cluster, C3H8O2 overall.

Structure (XYZ):
```
13
Properties=species:S:1:pos:R:3:forces:R:3:nbo_charge:R:1
C 1.97496 -0.97897 -0.94306 0.510 0.123 -0.201 -0.73
C 2.97208 -1.74473 -0.11684 -0.022 -0.373 -0.163 0.44
O 3.35446 -2.84512 -0.42249 0.112 0.049 -0.093 -0.52
H 1.53219 -0.17723 -0.36900 -0.521 -0.071 0.180 0.22
H 1.30604 -1.73469 -1.32764 -0.658 0.062 0.082 0.24
H 2.37862 -0.49836 -1.83822 0.498 -0.151 0.150 0.24
H 3.28721 -1.33640 0.85526 0.079 0.363 0.044 0.11
C -3.46837 2.29504 1.35991 -0.924 0.550 -0.513 -0.25
O -3.54745 2.44952 -0.05401 -0.097 -0.263 -0.179 -0.72
H -2.46550 2.48842 1.67223 0.696 0.104 0.063 0.18
H -4.11881 3.06394 1.79096 0.074 -0.314 0.487 0.16
H -3.75226 1.29343 1.67255 -0.129 -0.095 0.150 0.16
H -4.48261 2.38333 -0.29345 0.383 0.016 -0.007 0.46
```
Forces are in eV/Å.

As for the total charge: 0. Its SMILES is CC=O.CO. The calculation puts the energy relative to the best compared isomer or geometry (same formula, charge and spin) at 35.44 kcal/mol. Its HOMO energy is -9.902 eV.

[4]
The following is a DFT calculation (ωB97M-V/def2-TZVPD) of a 2-piece molecular cluster, C4H9BrSi overall.

Structure (XYZ):
```
15
Properties=species:S:1:pos:R:3:forces:R:3:nbo_charge:R:1
C -1.85580 -0.72999 1.38575 1.342 -0.458 2.494 -1.12
Si -0.32342 -0.17294 0.45017 -0.971 0.894 2.650 1.25
C 0.40996 1.16785 1.58165 0.114 -0.599 -1.081 -1.08
Br 1.06799 -1.80808 0.42747 1.083 -1.097 -0.346 -0.30
H -1.88703 -0.00726 2.31644 -0.863 -1.475 -1.953 0.24
H -2.70027 -0.87549 0.74734 -0.920 0.823 -0.162 0.24
H -1.73845 -1.77238 1.79023 0.252 0.941 -0.053 0.25
H -0.86469 0.09913 -0.79410 -0.101 0.683 -2.132 -0.20
H -0.28312 1.40270 2.33796 -1.157 0.147 0.926 0.23
H 1.20520 0.65612 2.07034 0.867 -0.383 0.503 0.24
H 0.78905 2.11680 1.27778 0.350 0.519 -0.870 0.25
C 1.17340 -0.44766 -3.30652 -2.028 -1.680 0.022 -0.22
C 1.83199 0.51754 -3.45802 2.079 1.086 -0.106 -0.24
H 0.45319 -1.22954 -3.27663 0.056 -0.078 0.172 0.23
H 2.72198 1.08322 -3.54986 -0.103 0.676 -0.065 0.23
```
Forces are in eV/Å.

As for the total charge: 0. Its SMILES is C[SiH](C)Br.C#C. The calculation puts the energy relative to the best compared isomer or geometry (same formula, charge and spin) at 26.90 kcal/mol. Its HOMO energy is -10.157 eV.

[5]
The following is a DFT calculation (ωB97M-V/def2-TZVPD) of C30H44N6V as an isolated structure.

Structure (XYZ):
```
81
Properties=species:S:1:pos:R:3:forces:R:3:mulliken_charge:R:1
V -0.56404 -0.80189 -0.09680 -0.482 -1.391 0.047 0.91
C 2.17026 -4.72370 0.58734 0.037 -0.043 0.036 -1.60
C 1.65249 -3.69689 -0.42784 0.025 -0.056 0.054 1.17
C 1.85839 -4.21679 -1.84494 -0.073 -0.048 -0.051 -1.87
C 0.21617 -3.33378 -0.09364 0.515 0.580 0.208 1.49
C -0.86153 -3.55778 -0.94715 -0.042 0.268 -0.142 0.07
C -2.15939 -3.20602 -0.58411 -0.295 0.169 -0.144 -1.34
C -2.44228 -2.66260 0.67225 0.107 0.167 0.145 1.55
C -3.85215 -2.49158 1.15088 -0.039 0.043 -0.013 -1.52
C -1.35470 -2.37595 1.50947 -0.261 0.264 0.066 -1.28
C -0.04325 -2.69099 1.13381 0.389 0.052 -0.087 -1.19
H 3.21220 -4.96618 0.37704 -0.023 0.017 0.004 0.45
H 1.59403 -5.64936 0.52766 -0.003 0.025 -0.017 0.41
H 2.11253 -4.35601 1.61214 0.004 -0.005 -0.017 0.33
H 2.23681 -2.77652 -0.29640 0.006 -0.010 -0.023 -0.40
H 1.36809 -5.18311 -1.98549 -0.002 0.015 0.012 0.45
H 2.91998 -4.36807 -2.03565 -0.004 0.011 0.029 0.42
H 1.48275 -3.53958 -2.61464 0.017 0.031 0.001 0.34
H -0.69867 -4.01856 -1.91385 0.018 0.036 0.016 0.53
H -2.97429 -3.41604 -1.26745 0.011 0.009 0.028 0.48
H -3.92044 -1.76307 1.95853 0.006 -0.006 -0.015 0.43
H -4.20688 -3.44439 1.54969 0.017 -0.009 -0.017 0.39
H -4.52827 -2.20449 0.34586 0.018 -0.021 0.011 0.39
H -1.52151 -1.88336 2.46063 -0.058 -0.126 0.080 0.32
H 0.77539 -2.45990 1.80506 -0.008 -0.153 0.055 0.29
C 3.05438 2.47326 -0.81209 -0.019 -0.015 -0.055 -0.83
N 2.63716 1.52837 -1.84008 -0.084 -0.080 -0.006 0.36
C 3.55601 1.45095 -2.97814 -0.101 0.017 0.010 -1.22
C 1.58094 0.69430 -1.71483 0.124 0.280 -0.339 -0.30
N 1.12962 0.19605 -0.58043 -0.537 0.356 -0.093 1.72
C 1.77837 0.29174 0.67897 -0.158 -0.313 0.053 -0.12
C 3.08938 -0.08206 0.81261 -0.014 -0.042 0.095 -0.40
C 3.71573 -0.11202 2.07285 -0.033 0.030 -0.035 -1.40
C 2.99580 0.20315 3.18444 0.060 -0.020 -0.017 -1.19
C 1.62416 0.55195 3.09642 -0.013 0.000 0.081 1.62
C 0.92898 0.85314 4.29067 -0.017 -0.003 0.032 -0.84
C -0.39639 1.17115 4.27051 -0.003 0.013 -0.039 -1.32
C -1.07737 1.19849 3.04298 0.079 0.022 0.109 -0.96
C -0.43880 0.95883 1.85024 -0.130 -0.008 -0.120 -0.02
N -1.25126 0.94816 0.65925 0.754 -0.293 0.003 1.12
C -2.02078 1.99861 0.38304 -0.324 0.197 -0.205 -0.38
N -1.71239 3.25334 0.77710 -0.085 -0.027 -0.128 0.27
C -0.33658 3.69517 0.92646 -0.022 -0.065 0.058 -1.01
C -2.71876 4.20004 1.25040 -0.039 -0.016 -0.124 -1.24
N -3.15500 1.81035 -0.32804 0.217 0.093 0.112 0.26
C -3.67328 2.78801 -1.28102 -0.004 0.009 0.153 -1.20
C -3.85288 0.54090 -0.30892 0.001 -0.076 -0.033 -1.13
C 0.96349 0.60453 1.83145 0.157 0.085 0.127 -0.37
N 0.92807 0.33699 -2.86657 0.252 0.227 0.147 0.23
C 0.62775 1.33390 -3.90135 0.078 -0.106 0.030 -1.18
C -0.00104 -0.75635 -2.82158 -0.395 -0.134 -0.079 -1.30
H 3.25252 3.42980 -1.29657 0.005 0.012 0.013 0.45
H 3.96010 2.13875 -0.30395 0.013 0.029 -0.006 0.35
H 2.27489 2.61032 -0.07190 0.008 0.023 0.021 0.12
H 4.56771 1.31242 -2.59299 -0.001 0.005 -0.011 0.39
H 3.53725 2.36734 -3.56983 -0.017 -0.002 0.007 0.38
H 3.30596 0.60636 -3.61080 -0.029 -0.029 -0.036 0.37
H 3.64566 -0.36721 -0.07303 -0.024 0.013 0.004 0.69
H 4.75880 -0.38989 2.14877 -0.027 -0.002 -0.001 0.49
H 3.45821 0.18260 4.16337 -0.021 0.004 -0.022 0.50
H 1.47337 0.81839 5.22607 -0.008 -0.004 -0.026 0.48
H -0.92564 1.39230 5.18821 0.004 -0.008 -0.032 0.46
H -2.13751 1.42451 3.02516 0.003 -0.012 -0.018 0.69
H 0.31615 3.01954 0.38215 0.036 0.003 -0.023 0.04
H -0.03039 3.72367 1.97497 0.010 0.013 -0.004 0.32
H -0.24464 4.69537 0.50094 0.007 -0.011 0.014 0.52
H -3.69003 3.71797 1.31527 -0.008 -0.011 -0.011 0.38
H -2.79180 5.06957 0.59449 0.000 -0.018 0.015 0.39
H -2.43223 4.54089 2.24730 -0.004 -0.007 -0.011 0.38
H -2.96965 3.60372 -1.40455 0.047 0.052 0.004 0.40
H -4.63554 3.18777 -0.95721 0.013 0.008 -0.001 0.36
H -3.81367 2.29453 -2.24451 0.000 0.012 0.012 0.39
H -3.57736 -0.00706 0.58493 -0.007 -0.004 0.003 0.11
H -3.62372 -0.06901 -1.18861 0.007 0.021 0.013 0.29
H -4.92671 0.72875 -0.29192 -0.017 0.013 -0.001 0.53
H 1.15549 2.25858 -3.70736 0.089 0.063 0.033 0.44
H -0.44456 1.54674 -3.89864 0.010 -0.009 -0.010 0.35
H 0.91111 0.95928 -4.88450 -0.007 0.019 0.003 0.35
H 0.47068 -1.65310 -2.42864 0.024 -0.052 0.111 0.13
H -0.34601 -0.99091 -3.82800 0.107 -0.004 -0.030 0.47
H -0.94543 -0.49629 -2.27534 0.161 -0.062 -0.015 0.33
```
Forces are in eV/Å.

Its spin multiplicity is 2. As for the total charge: +2. Its HOMO energy (spin up / spin down) is -12.986 / -12.647 eV.

[6]
The following is a DFT calculation (ωB97M-V/def2-TZVPD) of C11H6ClF6NO8PdS3 as an isolated structure.

Structure (XYZ):
```
37
Properties=species:S:1:pos:R:3:forces:R:3:nbo_charge:R:1
Pd -0.36290 -0.18895 0.32633 1.972 -1.236 1.700 0.84
O 3.78617 -0.53088 0.16245 0.045 0.045 -0.012 -0.70
C 2.75110 -0.11850 0.69162 0.059 0.077 -0.116 0.77
O 1.74199 0.35834 0.08427 -0.227 -0.077 0.076 -0.75
C 2.74506 -0.05225 2.21302 0.176 -0.017 0.032 -0.20
C 3.97491 0.22869 2.81014 0.009 -0.025 0.074 -0.16
C 4.12570 0.34108 4.18184 -0.054 -0.018 -0.048 -0.27
C 3.01248 0.15409 4.99426 0.016 0.001 -0.015 -0.22
C 1.78714 -0.12416 4.42105 -0.134 -0.039 0.015 -0.28
C 1.62796 -0.23322 3.02930 0.008 0.191 0.031 -0.06
S 0.00740 -0.69537 2.54485 -0.302 0.053 -1.321 0.07
H 4.82171 0.34488 2.14647 -0.011 -0.022 -0.016 0.23
H 5.09478 0.56591 4.61213 -0.005 0.014 0.000 0.19
H 3.09607 0.23793 6.07255 -0.016 -0.017 -0.005 0.19
H 0.91223 -0.26948 5.04680 0.046 0.042 0.021 0.20
F -5.01186 0.23517 -1.56317 -0.102 -0.123 0.031 -0.33
C -3.97076 1.03650 -1.81596 0.083 0.064 0.048 0.70
F -4.29791 2.26435 -1.40019 -0.061 0.129 0.056 -0.33
F -3.81212 1.08725 -3.14224 0.028 0.007 -0.132 -0.33
S -2.45783 0.39671 -0.96643 -1.679 0.794 -0.483 2.19
O -2.87365 0.39621 0.41914 0.126 -0.081 -0.228 -0.91
O -2.24883 -0.81730 -1.69365 0.276 0.116 0.035 -0.89
N -1.45780 1.57271 -1.40843 0.556 -0.734 0.437 -1.21
S -0.68328 2.53510 -0.40000 -0.576 1.190 0.198 2.25
O 0.51607 3.04439 -0.97924 -0.016 -0.326 -0.238 -0.90
O -0.72642 2.17264 0.99384 0.031 0.180 -0.214 -0.92
C -1.75983 4.04451 -0.42408 0.074 -0.061 -0.077 0.70
F -2.83936 3.91937 0.34555 -0.164 -0.077 0.068 -0.32
F -1.06119 5.09282 0.03217 0.070 0.129 0.100 -0.33
F -2.16549 4.34592 -1.66326 -0.052 0.056 -0.148 -0.33
Cl -0.72490 -5.87308 0.37635 0.023 -0.049 0.009 -0.13
C 0.35088 -4.47548 0.02723 0.049 0.162 -0.052 -0.46
C -0.32689 -3.09445 0.09258 -0.187 0.001 -0.180 0.75
O -1.36413 -2.94396 0.74082 0.061 0.010 0.017 -0.71
O 0.34617 -2.22953 -0.53770 -0.103 -0.230 0.340 -0.77
H 0.78063 -4.62210 -0.95718 -0.023 -0.077 -0.022 0.21
H 1.14541 -4.48648 0.76957 0.005 -0.053 0.017 0.22
```
Forces are in eV/Å.

As for the total charge: -2. The calculation puts the energy relative to the best compared isomer or geometry (same formula, charge and spin) at 0.00 kcal/mol. Its HOMO energy (spin up / spin down) is -2.276 / -2.274 eV.

| no. | calculated total energy (eV) | strongest force on any atom (eV Å⁻¹) |
| --- | --- | --- |
| 1 | -163214.9200 | 2.334 |
| 2 | -22297.7540 | 2.480 |
| 3 | -7334.5139 | 1.192 |
| 4 | -82212.4705 | 2.961 |
| 5 | -66438.2824 | 1.473 |
| 6 | -94187.8693 | 2.882 |